Entry from the Open Molecules 2025 dataset: a cluster of 11 separate species, H22O11 in total (the ωB97M-V functional and the def2-TZVPD basis).

As for the charge: 0. The orbital gap is 11.0 eV. Its SMILES is O.O.O.O.O.O.O.O.O.O.O.

Geometry (Å):
H  2.24  -2.11  2.46
H  0.97  1.61  -3.12
H  1.31  0.33  -0.05
H  0.97  1.30  2.01
O  0.65  1.17  2.93
O  -1.57  -0.27  3.52
H  -1.04  0.92  -3.25
H  -1.92  0.73  -1.22
H  -0.79  0.28  3.30
H  -2.44  0.22  -3.35
O  -0.84  -2.21  -0.99
O  0.59  0.82  -3.49
O  1.77  3.00  -1.70
H  -0.99  -1.26  -0.78
O  1.03  1.23  0.25
O  -2.00  0.99  -2.97
O  -1.73  0.35  -0.30
H  -1.45  -3.23  1.77
O  1.53  -1.06  -1.64
O  2.17  -1.34  1.90
H  0.69  -1.59  -1.62
H  2.60  3.40  -1.43
O  -1.88  -2.42  1.51
H  1.92  -0.70  2.59
H  -1.66  -1.84  2.28
H  0.11  1.23  0.18
H  2.21  -1.73  -1.59
H  1.27  1.65  3.51
H  1.18  0.13  -3.14
H  -2.34  0.30  3.56
H  -2.56  0.29  0.17
H  1.49  2.38  -0.96
H  -1.50  -2.56  -0.34



Entry from the Open Molecules 2025 dataset: a structure of composition C15H41N5ORhSi4Te (the ωB97M-V functional and the def2-TZVPD basis).

As for the charge: +1. Its spin multiplicity is 5. The orbital gap (spin up / spin down) is 7.3 / 6.3 eV. The expectation value of S² is 6.029.

Geometry (Å):
H  4.41  4.52  1.29
N  0.13  1.24  3.59
N  -0.40  2.60  1.77
Si  0.07  -1.06  -1.85
H  -0.89  -4.20  -0.33
H  -0.71  -0.33  1.57
C  -2.95  3.08  2.88
H  1.86  0.18  -4.76
H  1.98  -1.12  -5.93
H  0.82  -4.51  -0.51
H  -2.51  1.02  -0.45
C  -3.12  0.19  -0.82
C  -2.50  0.34  -3.85
C  1.47  0.98  3.40
Si  0.44  -2.14  0.26
H  -3.12  -2.96  -1.55
H  -0.31  0.76  4.36
H  3.73  -2.65  -3.86
C  0.55  -3.64  -4.28
H  3.14  1.28  2.49
H  2.47  -2.34  1.76
H  0.09  -4.50  1.08
C  -2.02  2.28  5.01
H  -2.39  1.28  5.29
H  3.50  -1.51  -2.55
H  3.55  5.95  0.68
H  -0.40  -3.49  -4.78
H  -0.46  -1.74  2.59
H  -3.30  -0.49  0.01
H  -3.88  2.87  3.40
H  -1.07  2.47  5.52
C  -0.73  -1.42  1.59
H  -2.62  -3.01  -3.24
H  2.44  -0.79  0.93
H  2.95  -2.23  0.08
H  -4.15  -2.28  -2.79
H  1.21  -4.13  -4.99
Te  1.43  1.10  -1.66
H  -2.74  3.02  5.36
Si  1.31  -2.00  -3.68
H  -2.12  -0.17  -4.73
C  -3.11  -2.40  -2.49
H  -1.98  1.29  -3.77
C  3.07  -2.38  -3.05
H  2.95  5.09  2.12
C  0.08  -4.02  0.11
N  -1.87  2.41  3.57
C  -0.70  2.14  2.93
Rh  1.39  2.38  0.50
H  1.45  -0.35  5.01
N  2.15  1.51  2.45
H  2.96  -0.16  4.23
H  -1.75  -1.73  1.42
C  3.43  4.97  1.14
C  2.25  -1.86  0.82
H  -1.04  3.31  1.43
N  2.00  0.12  4.32
H  -2.81  4.17  2.85
H  -3.05  2.70  1.86
C  2.54  4.12  0.28
Si  -2.26  -0.70  -2.28
H  0.39  -4.33  -3.46
C  1.40  -0.74  -5.10
H  3.07  -3.20  -2.35
H  -3.55  0.55  -4.03
O  1.49  4.53  -0.21
H  -4.08  0.60  -1.13
H  0.41  -0.49  -5.48



- Number 2 is which compound?
  C15H41N5ORhSi4Te



- The lowest charge belongs to which entry?
  H22O11